(1)
Molecular formula: C26H27HgN3O6Si
Method: DFT, wB97M-V/def2-TZVPD

```
! RIJCOSX wB97M-V def2-TZVPD def2/J DEFGRID3
* xyz -1 2
Hg -0.2139 0.1700 2.4101
C -0.5455 -1.4782 0.8926
Si 0.6857 -1.2797 -0.4461
C 2.3501 -0.6975 0.2576
N 2.2579 0.5038 1.0941
C 3.3403 0.6179 2.0669
C 4.6876 0.9702 1.4354
C 4.5661 2.2709 0.6424
C 3.4186 2.1762 -0.3625
C 2.1267 1.7561 0.3382
C 0.1321 -0.0696 -1.7684
C -1.0161 0.7091 -1.6292
C -1.3431 1.6865 -2.5606
C -0.5278 1.8863 -3.6644
C 0.6152 1.1123 -3.8329
C 0.9394 0.1487 -2.8903
C 1.0858 -2.9119 -1.3279
C 0.5657 -3.2218 -2.5871
C 0.8104 -4.4484 -3.1919
C 1.5877 -5.3999 -2.5476
C 2.1145 -5.1177 -1.2945
C 1.8618 -3.8903 -0.6975
H -0.4044 -2.3929 1.4700
H -1.5866 -1.4116 0.5709
H 3.0821 -0.6070 -0.5618
H 2.7242 -1.5131 0.8879
H 3.4004 -0.3157 2.6313
H 3.0599 1.4045 2.7770
H 5.0009 0.1595 0.7683
H 5.4516 1.0554 2.2137
H 5.5077 2.5119 0.1418
H 4.3575 3.0909 1.3403
H 3.6743 1.4582 -1.1494
H 3.2558 3.1362 -0.8587
H 1.3085 1.6636 -0.3717
H 1.8161 2.5336 1.0419
H -1.6464 0.5804 -0.7559
H -2.2052 2.3203 -2.3969
H -0.7738 2.6563 -4.3859
H 1.2573 1.2684 -4.6924
H 1.8425 -0.4409 -3.0262
H -0.0414 -2.4887 -3.1075
H 0.3922 -4.6613 -4.1689
H 1.7816 -6.3568 -3.0178
H 2.7207 -5.8555 -0.7817
H 2.2780 -3.6968 0.2867
O -2.2801 3.5749 0.0783
C -1.9761 2.7571 0.9550
O -0.8520 2.4974 1.4570
C -3.1389 1.9069 1.4858
C -3.2172 1.5344 2.8229
C -4.3018 0.7899 3.2527
C -5.2924 0.3392 2.4030
C -5.1649 0.7003 1.0762
C -4.1336 1.4954 0.6088
N -6.1969 0.2303 0.1278
O -6.0772 0.5391 -1.0375
O -7.1088 -0.4400 0.5703
N -4.4200 0.4547 4.6882
O -3.5126 0.7721 5.4194
O -5.4320 -0.1081 5.0551
H -2.4363 1.8150 3.5143
H -6.1166 -0.2564 2.7569
H -4.0954 1.8058 -0.4259
*
```

* ⟨S²⟩: 0.76
* E_LUMO (spin up / spin down): 1.71 / 1.67 eV
* E_HOMO (spin up / spin down): -3.57 / -5.52 eV

(2)
Molecular formula: C4H9N2
Method: DFT, wB97M-V/def2-TZVPD

```
! RIJCOSX wB97M-V def2-TZVPD def2/J DEFGRID3
* xyz 1 1
C 1.5254 1.5904 -0.6921
C -2.1766 -3.1261 1.2593
C -0.7092 -0.9967 0.3242
C 0.3530 -0.4054 -0.2383
N 1.7195 2.8843 -0.8426
N 0.4052 1.0043 -0.3459
H 2.2652 0.9006 -1.0821
H -1.4395 -3.7120 0.6915
H -1.8408 -2.6683 2.1955
H -2.9403 -2.6189 0.8275
H -1.6465 -0.5448 0.3403
H 1.2004 -0.8665 -0.6554
H 2.5103 3.3557 -1.4101
H 1.1067 3.5807 -0.3049
H -0.3326 1.6225 -0.0669
*
```

* E_LUMO (spin up / spin down): -3.96 / -4.44 eV
* energy relative to the best compared isomer or geometry (same formula, charge and spin): 6.160 eV
* E_HOMO (spin up / spin down): -13.42 / -12.05 eV

(3)
Molecular formula: BrFeH6O3
Method: DFT, wB97M-V/def2-TZVPD

```
! RIJCOSX wB97M-V def2-TZVPD def2/J DEFGRID3
* xyz 3 7
Fe -3.1429 -1.4947 -1.0480
Br -0.9013 -0.6658 -0.5640
O 0.6325 2.6063 -0.1800
H 0.0901 1.8176 -0.1757
H 0.0975 3.2678 0.2587
O 1.8533 -0.9776 -2.4690
H 1.0505 -0.8707 -1.9587
H 2.5493 -0.6693 -1.8887
O -1.0373 -1.2424 2.7721
H -0.7429 -1.0027 1.8934
H -0.4489 -0.7685 3.3599
*
```

* ⟨S²⟩: 12.02
* E_LUMO (spin up / spin down): -14.83 / -18.33 eV
* energy relative to the best compared isomer or geometry (same formula, charge and spin): 0.000 eV
* E_HOMO (spin up / spin down): -24.00 / -21.10 eV

(4)
Molecular formula: C4H8NO
Method: DFT, wB97M-V/def2-TZVPD

```
! RIJCOSX wB97M-V def2-TZVPD def2/J DEFGRID3
* xyz 1 1
C 1.4583 1.3939 0.1595
C 0.6917 2.3658 0.9477
C 0.0986 0.9856 -0.4279
C -0.5920 0.1200 -1.1177
N -1.1067 -1.8187 0.3074
O -0.4523 2.0464 0.3983
H 2.2446 1.8080 -0.4053
H 1.9756 0.4925 0.7453
H 0.9862 3.3719 1.4804
H -0.1172 -0.7529 -1.5802
H -1.6017 0.3144 -1.3881
H -1.6525 -2.0258 1.2089
H -0.1931 -1.9220 0.6145
H -1.3165 -2.4544 -0.4011
*
```

* E_LUMO (spin up / spin down): -5.97 / -5.98 eV
* energy relative to the best compared isomer or geometry (same formula, charge and spin): 3.774 eV
* E_HOMO (spin up / spin down): -13.48 / -13.48 eV

(5)
Molecular formula: C2H3IN3
Method: DFT, wB97M-V/def2-TZVPD

```
! RIJCOSX wB97M-V def2-TZVPD def2/J DEFGRID3
* xyz 1 1
I -1.3070 -2.2258 1.8328
N -0.6382 -0.6020 0.7641
C 0.4670 -0.8113 -0.1022
N 0.7135 0.4396 -0.7640
C -0.2823 1.3156 -0.1909
N -1.1210 0.6679 0.7637
H 1.0632 -1.7674 -0.2805
H 1.4379 0.5912 -1.4764
H -0.3332 2.3924 -0.5466
*
```

* E_LUMO: -5.35 eV
* structure (SMILES): In1c[nH+]cn1
* E_HOMO: -14.41 eV